1.
The following is a DFT calculation (ωB97M-V/def2-TZVPD) of a structure of composition C37H65BN4P2V.

Structure (ORCA input):
```
! RIJCOSX wB97M-V def2-TZVPD def2/J DEFGRID3
* xyz 0 2
V -1.203 -0.742 0.681
C 2.937 -0.011 -1.899
C 3.911 -0.175 -0.722
C 4.714 1.120 -0.597
C 4.846 -1.335 -1.077
P 2.840 -0.667 0.757
C 2.191 0.965 1.380
N 1.221 1.541 0.469
B -0.007 0.922 0.010
N -0.583 1.918 -0.875
C -1.891 1.865 -1.479
P -2.293 0.128 -1.972
C -1.636 0.155 -3.753
C -1.712 -1.213 -4.446
C -0.151 0.522 -3.637
C -2.317 1.176 -4.670
C -4.180 0.143 -2.002
C -4.616 -0.151 -0.560
C -4.821 1.466 -2.437
C -4.713 -0.993 -2.879
C 0.196 3.066 -0.870
C 0.013 4.287 -1.495
C 0.959 5.290 -1.283
C 2.047 5.072 -0.451
C 2.231 3.846 0.187
C 1.310 2.835 -0.035
C 3.960 -1.169 2.196
C 5.251 -0.375 2.388
C 4.281 -2.661 2.025
C 3.128 -1.041 3.480
H 3.500 0.219 -2.809
H 2.221 0.793 -1.730
H 2.379 -0.936 -2.071
H 5.319 1.254 -1.500
H 5.390 1.120 0.255
H 4.057 1.985 -0.524
H 5.296 -1.144 -2.056
H 4.303 -2.281 -1.140
H 5.658 -1.453 -0.359
H 2.997 1.673 1.573
H 1.700 0.751 2.331
H -1.933 2.521 -2.352
H -2.662 2.197 -0.784
H -1.076 -1.954 -3.966
H -1.341 -1.097 -5.469
H -2.723 -1.610 -4.509
H 0.371 -0.138 -2.943
H 0.003 1.547 -3.296
H 0.316 0.420 -4.621
H -3.337 0.887 -4.923
H -1.753 1.228 -5.606
H -2.336 2.183 -4.252
H -4.161 0.530 0.159
H -4.332 -1.164 -0.263
H -5.704 -0.070 -0.485
H -4.604 2.272 -1.736
H -5.908 1.339 -2.455
H -4.510 1.783 -3.429
H -4.225 -1.944 -2.650
H -4.596 -0.791 -3.943
H -5.782 -1.116 -2.683
H -0.852 4.474 -2.120
H 0.831 6.253 -1.760
H 2.761 5.868 -0.284
H 3.074 3.702 0.851
H 5.958 -0.514 1.571
H 5.742 -0.710 3.307
H 5.056 0.694 2.495
H 4.860 -2.869 1.127
H 3.359 -3.246 1.983
H 4.861 -3.009 2.886
H 3.024 -0.003 3.799
H 3.636 -1.581 4.285
H 2.132 -1.471 3.368
C -0.559 -3.004 -1.573
N -0.831 -2.855 -0.145
C -2.081 -3.558 0.185
C 0.291 -3.441 0.619
C 0.194 -3.044 2.061
C 0.638 -3.912 3.052
C 0.561 -3.543 4.386
C 0.012 -2.310 4.710
C -0.447 -1.466 3.705
C -0.369 -1.788 2.345
H -0.354 -4.053 -1.825
H 0.303 -2.395 -1.848
H -1.426 -2.671 -2.131
H -2.016 -4.617 -0.095
H -2.911 -3.104 -0.360
H -2.271 -3.489 1.255
H 1.214 -3.041 0.190
H 0.293 -4.532 0.490
H 1.043 -4.883 2.780
H 0.909 -4.215 5.161
H -0.070 -2.009 5.749
H -0.889 -0.526 4.004
C -3.029 2.695 1.689
C -2.319 1.547 2.418
C -3.283 0.950 3.448
C -1.075 2.138 3.094
N -1.920 0.499 1.503
H -3.354 3.443 2.416
H -3.913 2.347 1.152
H -2.348 3.185 0.990
H -3.578 1.708 4.178
H -2.826 0.113 3.974
H -4.181 0.581 2.949
H -1.364 2.901 3.821
H -0.430 2.600 2.343
H -0.496 1.369 3.603
*
```

Values from the calculation:
Energy in a.u.: -3319.4797
Lowest unoccupied orbital energy (spin up / spin down) in eV: 0.50 / 0.50
Relative energy (zero: lowest compared OMol25 entry of this formula, charge and spin) in eV: 0.057
Expectation value of S²: 0.795

---

2.
The following is a DFT calculation (ωB97M-V/def2-TZVPD) of a cluster of 2 separate species, C7H15ClSi in total in a non-equilibrium geometry.

Structure (ORCA input):
```
! RIJCOSX wB97M-V def2-TZVPD def2/J DEFGRID3
* xyz 0 1
C 3.155 -2.999 -0.457
C 2.995 -1.848 0.164
C -2.619 1.397 -0.461
C -1.729 0.072 1.447
C -0.464 2.278 0.499
C 2.711 -0.627 -0.644
C -1.283 1.012 0.270
Si -0.439 -0.117 -0.974
Cl -1.307 -2.070 -0.876
H 3.515 -3.756 0.240
H 2.968 -3.285 -1.541
H 3.147 -1.874 1.229
H -3.130 2.189 0.162
H -2.673 1.760 -1.459
H -3.200 0.435 -0.597
H -2.348 -0.745 1.110
H -2.445 0.627 2.062
H -0.990 -0.162 2.182
H -1.092 2.836 1.317
H 0.440 2.074 0.962
H -0.229 2.794 -0.403
H 2.911 -0.552 -1.748
H 2.827 0.360 -0.066
H -0.723 0.202 -2.419
*
```

Values from the calculation:
Energy in a.u.: -1025.2730
Lowest unoccupied orbital energy (spin up / spin down) in eV: -0.43 / -0.14
Relative energy (zero: lowest compared OMol25 entry of this formula, charge and spin) in eV: 3.426

---

3.
The following is a DFT calculation (ωB97M-V/def2-TZVPD) of a structure of composition C47H42I2KN7O2 in a non-equilibrium geometry.

Structure (ORCA input):
```
! RIJCOSX wB97M-V def2-TZVPD def2/J DEFGRID3
* xyz -2 1
K 1.631 -0.210 0.817
C -1.434 4.445 -4.231
C -0.936 3.047 -4.599
C -1.504 2.393 -5.707
C -1.015 1.124 -6.162
C 0.015 0.571 -5.430
C 0.565 1.160 -4.332
C 0.115 2.407 -3.933
N 0.573 3.098 -2.784
C 1.352 2.565 -1.742
N 2.669 2.506 -2.050
C 3.528 1.472 -1.528
C 3.220 0.081 -1.703
C 4.340 -0.702 -1.416
C 5.622 -0.249 -1.036
C 5.763 1.028 -0.672
C 4.731 1.925 -0.974
C 4.975 3.389 -0.487
N 0.870 2.304 -0.607
C -0.561 2.245 -0.435
C -1.357 1.315 -1.145
C -2.775 1.246 -0.961
C -3.334 2.206 -0.134
C -2.525 3.051 0.647
C -1.139 3.128 0.465
C -0.229 4.068 1.260
H -2.225 4.760 -4.924
H -0.583 5.082 -4.141
H -1.973 4.419 -3.266
H -2.320 2.846 -6.202
H -1.368 0.670 -7.050
H 0.389 -0.401 -5.736
H 1.305 0.644 -3.743
H -0.203 3.664 -2.425
H 2.889 2.767 -3.023
H 4.264 -1.845 -1.409
H 6.373 -0.938 -0.828
H 6.696 1.397 -0.265
H 5.917 3.258 0.090
H 4.198 3.738 0.217
H 5.191 4.171 -1.211
H -0.841 0.638 -1.732
H -3.352 0.528 -1.478
H -4.397 2.275 -0.021
H -3.034 3.764 1.269
H -0.885 4.718 1.812
H 0.379 4.712 0.631
H 0.391 3.569 1.997
I -0.572 -3.587 4.867
C 1.435 -3.074 4.874
C 2.305 -3.491 5.843
C 3.629 -3.088 5.881
I 4.745 -3.450 7.611
C 4.103 -2.293 4.833
C 5.509 -1.891 4.664
C 5.902 -1.249 3.521
C 4.966 -1.024 2.541
N 3.693 -1.279 2.681
C 3.209 -1.954 3.772
C 1.841 -2.353 3.701
O 1.054 -1.935 2.816
H 1.909 -4.157 6.645
H 6.232 -2.117 5.429
H 6.960 -1.077 3.429
H 5.246 -0.561 1.620
C -0.221 0.772 5.419
C -0.683 1.005 3.951
O 0.274 0.527 3.078
H -1.010 1.027 6.128
H 0.712 1.239 5.728
H -0.097 -0.309 5.580
H -0.898 2.091 3.729
H -1.668 0.524 3.753
H 0.145 -0.435 2.954
N -6.327 0.280 1.560
C -5.356 -0.298 1.263
C -4.110 -0.994 1.051
C -3.943 -2.162 0.361
C -2.718 -2.744 0.488
C -1.698 -2.128 1.134
N -1.836 -1.007 1.766
C -3.029 -0.475 1.790
H -4.707 -2.641 -0.225
H -2.582 -3.698 -0.011
H -0.717 -2.539 1.239
H -3.214 0.478 2.305
C -1.632 -2.306 -3.008
C -2.805 -2.969 -2.862
C -2.806 -4.334 -2.451
C -3.961 -5.002 -2.028
C -5.242 -4.392 -2.121
C -5.278 -3.096 -2.629
C -4.162 -2.390 -3.025
C -6.404 -5.009 -1.582
N -7.406 -5.399 -1.213
H -1.609 -1.228 -3.376
H -0.721 -2.847 -2.772
H -1.861 -4.861 -2.386
H -3.940 -5.984 -1.582
H -6.248 -2.702 -2.843
H -4.377 -1.464 -3.578
*
```

Values from the calculation:
Energy in a.u.: -3545.3016
Lowest unoccupied orbital energy in eV: 3.09
Relative energy (zero: lowest compared OMol25 entry of this formula, charge and spin) in eV: 1.576